# C11H17NO2

A 2-piece molecular cluster, C11H17NO2 overall (wB97M-V/def2-TZVPD, OMol25).

Its HOMO energy is -5.8 eV. The maximum force is 0.047 hartree/bohr. For the gap between HOMO and LUMO, the calculation gives 5.56 eV. The molar mass is 195.26 g/mol. The calculation puts the energy at -17262.8062 eV. The value obtained for the energy relative to the best compared isomer or geometry (same formula, charge and spin) is 5.486 eV. Its total charge is 0. The LUMO energy comes out at -0.258 eV.

Geometry as XYZ:
```
31
Properties=species:S:1:pos:R:3:nbo_charge:R:1
C 3.875 -0.663 0.466 -0.18
C 3.227 -1.326 -0.658 -0.20
C 2.043 -0.715 -1.219 -0.20
C 1.475 0.534 -0.683 -0.08
C 0.234 1.254 -1.274 -0.24
N -1.099 0.678 -0.871 -0.36
C -1.110 -0.781 -0.551 -0.32
C -2.601 -1.275 -0.544 -0.08
O -3.545 -0.319 -0.048 -0.52
C -2.970 0.623 0.856 -0.10
C -1.684 1.374 0.322 -0.27
C 2.135 1.152 0.460 -0.18
C 3.329 0.554 1.028 -0.20
H 4.794 -1.107 0.900 0.23
H 3.621 -2.274 -1.082 0.23
H 1.507 -1.175 -2.087 0.21
H 0.265 2.318 -0.938 0.23
H 0.311 1.180 -2.391 0.23
H -1.725 0.800 -1.684 0.42
H -0.621 -0.951 0.460 0.35
H -0.586 -1.301 -1.398 0.22
H -2.880 -1.464 -1.625 0.17
H -2.622 -2.271 -0.037 0.23
H -3.753 1.416 1.024 0.20
H -2.754 0.202 1.878 0.23
H -1.886 2.459 0.135 0.22
H -0.902 1.285 1.129 0.27
H 1.739 2.096 0.898 0.21
H 3.842 1.044 1.889 0.23
O -0.438 -1.663 2.544 -1.34
H -1.218 -1.684 3.100 0.40
```